A structure of composition C4H2CaO at a distorted geometry, computed with ωB97M-V with the def2-TZVPD basis set.

Values from the calculation:
- HOMO energy (alpha / beta): -12.11 / -12.20 eV
- HOMO-LUMO gap (alpha / beta): 5.92 / 5.55 eV
- Energy relative to the best compared isomer or geometry (same formula, charge and spin): 49.4 kcal/mol
- Expectation value of S²: 0.76
- Charge: +1
- 2S+1: 2
- Electronic energy: -24653.0064 eV

Each line ends with the natural charge from an NBO analysis.
Geometry (Å):
C: -0.76 0.19 1.54  0.01
C: 0.22 -0.60 1.36  -0.32
H: 1.05 -1.25 1.64  0.28
O: 1.04 1.87 -0.57  -0.37
C: 0.21 1.05 -0.76  0.23
C: -0.36 -0.06 -0.06  -0.67
H: -1.18 -0.57 -0.60  0.12
Ca: -0.22 -0.63 -2.55  1.73